Computed, not measured: C24H23N5O5S in the gas phase, with ωB97M-V/def2-TZVPD.

**Kohn-Sham gap**: 8.52 eV
**Molar mass**: 493.545 g mol⁻¹
**Strongest force on any atom**: 0.9 eV Å⁻¹
**Highest occupied orbital energy**: -8.1 eV
**Structure (SMILES)**: CCCn1c(N)c(C(=O)CSc2nc3ccccc3c(=O)n2-c2ccc(OC)cc2)c(=O)[nH]c1=O
**Relative energy (zero: lowest compared OMol25 entry of this formula, charge and spin)**: 0.000 eV
**Calculated total energy**: -53787.37783 eV

The geometry in ORCA input format:
```
! wB97M-V def2-TZVPD RIJCOSX def2/J DEFGRID3
* xyz 0 1
C 1.93958 -1.41444 -4.58999
H 1.76580 -1.06688 -3.57368
C 1.15128 -2.68876 -4.86930
H 1.42348 -3.44519 -4.12975
C -0.35923 -2.43288 -4.86242
N -0.82879 -1.88783 -3.59520
C -0.94781 -2.66652 -2.47900
N -0.73600 -3.97264 -2.58159
H -0.42793 -4.40776 -3.43079
H -0.83512 -4.48546 -1.69087
C -1.28812 -2.10849 -1.22768
C -1.63689 -0.71051 -1.16256
O -2.02031 -0.07423 -0.20228
N -1.52986 -0.04045 -2.38463
C -1.13257 -0.52628 -3.59036
O -1.06185 0.15613 -4.58278
H -1.78154 0.94224 -2.36734
C -1.28591 -2.95240 -0.04796
O -1.16712 -4.17850 -0.09913
C -1.39139 -2.31199 1.30847
H -1.35800 -3.08943 2.07131
H -2.28244 -1.69345 1.42107
S 0.00659 -1.16895 1.56445
C -0.83437 0.13150 2.39732
N -1.98166 -0.11212 2.91175
C -2.60990 0.88989 3.59714
C -3.87906 0.65817 4.13842
C -4.50950 1.64951 4.85393
C -3.89805 2.88778 5.04957
C -2.65083 3.13193 4.52181
C -1.99475 2.13927 3.79160
C -0.68135 2.39601 3.21278
O -0.05802 3.43203 3.30301
N -0.16021 1.31095 2.48924
C 1.06194 1.50480 1.78306
C 2.24811 1.68663 2.47041
C 3.42619 1.90456 1.77727
C 3.42108 1.93948 0.38691
C 2.21635 1.75974 -0.29834
C 1.04517 1.55376 0.39339
H 0.10847 1.42980 -0.12757
H 2.22871 1.80209 -1.37601
O 4.51731 2.14127 -0.39098
C 5.75596 2.37317 0.23675
H 6.46986 2.52913 -0.57051
H 5.72443 3.26594 0.86890
H 6.07032 1.51267 0.83600
H 4.33755 2.04848 2.33489
H 2.25184 1.66807 3.54909
H -2.15360 4.08115 4.65407
H -4.40695 3.65372 5.61519
H -5.48971 1.46851 5.27073
H -4.33848 -0.30465 3.98009
H -0.59233 -1.67285 -5.61231
H -0.92310 -3.33791 -5.10666
H 1.41433 -3.07476 -5.85574
H 1.64403 -0.62539 -5.27658
H 3.00436 -1.59768 -4.70664
*
```


Computed, not measured: a molecular structure, C24H23N6O2STl, with ωB97M-V/def2-TZVPD.

**Kohn-Sham gap**: 7.30 eV
**Molar mass**: 663.938 g mol⁻¹
**Strongest force on any atom**: 0.7 eV Å⁻¹
**Highest occupied orbital energy**: -7.3 eV
**Calculated total energy**: -53825.10832 eV

The geometry in ORCA input format:
```
! wB97M-V def2-TZVPD RIJCOSX def2/J DEFGRID3
* xyz 0 1
Tl 0.68600 0.09210 0.24309
O 0.21473 -1.59839 -1.27167
C 0.64204 -2.78735 -0.99812
C -0.26088 -3.88617 -1.01627
C 0.15748 -5.17083 -0.78542
C 1.50708 -5.45822 -0.52773
C 2.40947 -4.42562 -0.50375
C 2.01203 -3.09377 -0.71704
C 3.01165 -2.06751 -0.65957
N 2.76276 -0.81544 -0.65648
C 3.81907 0.16216 -0.61768
C 3.27366 1.43241 -1.25698
N 2.07096 1.86081 -0.56014
C 1.79214 3.11572 -0.55167
C 0.67438 3.77389 0.04728
C 0.47497 5.12874 -0.29574
C -0.59524 5.84440 0.16872
C -1.51529 5.20614 1.01838
C -1.34159 3.90091 1.39278
C -0.22938 3.12924 0.94832
O -0.08526 1.93188 1.38176
H -1.30247 -3.66457 -1.21285
H -0.56454 -5.97926 -0.80207
H 1.82919 -6.47896 -0.36743
H 3.45923 -4.62450 -0.31135
H 4.05540 -2.40636 -0.62707
H 4.70799 -0.17395 -1.16095
H 4.10087 0.36605 0.42260
H 3.02189 1.20561 -2.29807
H 4.03545 2.21700 -1.24157
H 2.48153 3.78569 -1.08027
H 1.19196 5.60114 -0.95974
H -0.72950 6.88186 -0.10613
H -2.37388 5.75812 1.38270
H -2.04536 3.40670 2.05151
C -3.39864 -1.90668 1.17125
C -2.28425 -0.97552 0.79721
N -1.08015 -1.15799 1.19457
N -0.75258 -2.23369 1.91025
C 0.46135 -2.26618 2.40542
N 0.81465 -3.42180 3.00872
S 1.64208 -0.99585 2.42251
C -2.52575 0.17062 -0.09848
C -3.81180 0.66681 -0.30537
C -3.99500 1.74855 -1.14900
C -2.90140 2.30626 -1.78795
C -1.65757 1.75063 -1.54289
N -1.47715 0.72191 -0.72467
H -3.03249 -2.59750 1.92458
H -3.70936 -2.47743 0.29215
H -4.26781 -1.37594 1.55717
H 0.26007 -4.24259 2.82248
H 1.78743 -3.54679 3.22164
H -4.65814 0.22049 0.19416
H -4.98672 2.15349 -1.30454
H -3.00576 3.15237 -2.45188
H -0.76957 2.13713 -2.02872
*
```


Computed, not measured: 4 unconnected molecules or ions with the total composition C24H23N6O9S, with ωB97M-V/def2-TZVPD.

**Kohn-Sham gap**: 4.72 eV
**Molar mass**: 571.548 g mol⁻¹
**Strongest force on any atom**: 0.6 eV Å⁻¹
**Highest occupied orbital energy**: -4.1 eV
**Calculated total energy**: -63456.83767 eV

The geometry in ORCA input format:
```
! wB97M-V def2-TZVPD RIJCOSX def2/J DEFGRID3
* xyz -1 1
O -1.59944 4.59777 -2.67954
C -2.05468 3.50900 -3.08566
O -3.21369 3.22472 -3.48909
C -1.01906 2.34887 -3.00642
N -1.24197 1.19692 -3.90250
C -2.41063 0.41837 -3.51653
C -2.57803 -0.85476 -4.33454
S -2.73582 -0.50616 -6.11940
C -1.53492 -1.56544 -6.75868
N -1.58441 -2.22148 -7.87532
N -0.33523 -2.82576 -8.03398
C 0.34134 -2.50319 -6.99651
O -0.32743 -1.70669 -6.14559
H -0.95371 2.01069 -1.95647
H -0.04783 2.78493 -3.25135
H -0.43444 0.58600 -3.79890
H -3.28490 1.06073 -3.63064
H -2.36637 0.11244 -2.45899
H -1.72718 -1.52221 -4.19047
H -3.48106 -1.37776 -4.02487
H 1.34564 -2.81287 -6.76033
C 1.64223 2.64832 3.06856
C 2.30710 2.35937 1.88413
C 1.71506 1.54707 0.93098
C 0.45475 1.04259 1.18848
C -0.23429 1.32752 2.35224
C 0.37295 2.13642 3.29903
N -0.18137 0.17700 0.18268
O 0.45401 -0.09598 -0.81164
O -1.30826 -0.21208 0.41510
H 2.11902 3.27364 3.81044
H 3.29307 2.76698 1.70353
H 2.21331 1.31268 0.00254
H -1.22229 0.92020 2.51019
H -0.14536 2.36336 4.22060
C -5.04994 -0.23642 3.17365
C -4.46814 -1.49231 3.29258
C -3.97409 -2.13895 2.17058
C -4.07955 -1.50729 0.94707
C -4.65262 -0.25897 0.80164
C -5.14169 0.37775 1.93157
N -3.52893 -2.17003 -0.25021
O -2.99347 -3.25211 -0.10347
O -3.63632 -1.57755 -1.29759
H -5.42806 0.26802 4.05350
H -4.39356 -1.96819 4.26127
H -3.51107 -3.11164 2.23946
H -4.69590 0.20955 -0.17054
H -5.58610 1.35920 1.83934
C 6.84866 -2.12160 2.76852
C 5.55408 -2.38393 3.19661
C 4.76926 -1.36225 3.70634
C 5.30652 -0.09064 3.77308
C 6.59164 0.19628 3.35337
C 7.36631 -0.83548 2.84843
N 4.46850 1.00318 4.29461
O 3.35149 0.72458 4.67264
O 4.93727 2.12555 4.29209
H 7.45505 -2.92208 2.36600
H 5.15046 -3.38464 3.12876
H 3.75825 -1.54297 4.03858
H 6.97209 1.20427 3.41879
H 8.37378 -0.63255 2.51228
*
```


Computed, not measured: a molecular structure, C24H24AlBrN6O4SSbSe4, with ωB97M-V/def2-TZVPD.

**Kohn-Sham gap (spin up / spin down)**: 4.17 / 5.96 eV
**Molar mass**: 1037.047 g mol⁻¹
**Strongest force on any atom**: 0.1 eV Å⁻¹
**<S²>**: 0.7693
**Highest occupied orbital energy (spin up / spin down)**: -0.4 / -2.2 eV
**Relative energy (zero: lowest compared OMol25 entry of this formula, charge and spin)**: 1.418 eV
**Calculated total energy**: -397806.22546 eV

The geometry in ORCA input format:
```
! wB97M-V def2-TZVPD RIJCOSX def2/J DEFGRID3
* xyz -2 2
Al -0.78336 -0.50020 -0.28816
N -0.84357 2.83656 0.53058
N -2.19623 2.84501 0.19427
C -2.60832 2.05595 -0.85603
N -3.68394 2.48995 -1.53724
N -1.92450 0.97858 -1.09570
N -2.24310 0.14136 -2.23830
O -3.58552 0.00307 -2.48690
O -1.69453 -1.04787 -1.81085
H -0.70609 2.68542 1.52008
H -0.35844 3.65023 0.17911
H -2.68720 3.72228 0.27065
H -4.31265 3.09762 -1.03726
H -4.15570 1.78762 -2.10403
O -0.28357 -2.34134 -0.04837
N -1.20964 -3.16608 0.43469
C -1.21659 -3.40895 1.75491
C -2.13872 -4.27834 2.28762
C -3.06076 -4.89152 1.45056
C -3.05593 -4.58530 0.10416
C -2.12245 -3.69505 -0.38934
H -0.47271 -2.86314 2.31477
H -2.13643 -4.44942 3.35459
H -3.80556 -5.56358 1.85514
H -3.80473 -4.94900 -0.58493
H -2.09234 -3.34959 -1.41442
O 0.87549 -0.11692 -0.90278
S 1.65471 1.23400 -1.14325
C 2.79408 1.50197 0.07281
C 3.77565 0.52269 0.45541
C 4.54000 0.71954 1.57985
C 4.38862 1.85450 2.39224
C 3.40657 2.81059 2.03395
C 2.62808 2.64284 0.92319
C 2.65586 0.62957 -2.51101
C 2.13440 -0.32978 -3.36834
C 2.87852 -0.72408 -4.47280
C 4.12562 -0.16745 -4.71775
C 4.63407 0.79812 -3.85787
C 3.89504 1.20433 -2.75675
H 3.89148 -0.37476 -0.14008
H 5.27424 -0.03350 1.84958
H 4.98741 1.98262 3.28412
H 3.25782 3.68692 2.65545
H 1.87631 3.38142 0.66780
H 1.15260 -0.73982 -3.17827
H 2.46937 -1.46602 -5.14723
H 4.70126 -0.48180 -5.58057
H 5.60887 1.23407 -4.04149
H 4.27819 1.94890 -2.06977
Br 0.46300 1.38062 6.05497
C 0.01822 0.79436 4.28608
C 0.99767 0.23023 3.49268
C 0.65011 -0.17621 2.20690
C -0.63756 -0.02379 1.67186
C -1.58670 0.54186 2.53309
C -1.27813 0.95206 3.82740
H 2.01658 0.13702 3.84622
H 1.43766 -0.59874 1.59190
H -2.60437 0.67831 2.18519
H -2.03636 1.38763 4.46624
Se -6.75474 0.44605 -1.67383
Sb -4.95194 -1.13616 -1.35537
Se -1.35424 0.87594 -3.85016
Se -5.05391 -3.23230 -2.55420
Se -4.02699 -1.17913 0.88499
*
```


Which formula does entry 2 have?
C24H23N6O2STl


Look up the strongest force on any atom of the third one.
0.6 eV Å⁻¹


The lowest calculated total energy belongs to which entry?
C24H24AlBrN6O4SSbSe4


Which of these has the highest calculated total energy?
C24H23N5O5S